No. 1
ORCA calculation (wB97M-V/def2-TZVPD) on a cluster of 2 separate species, C5H13N4 in total.

Calculated values
Multiplicity: 1
Total energy, Ha: -416.9592
ΔE to the lowest compared entry with this formula, charge and spin, kcal/mol: 93.9
Frontier orbital gap, eV: 7.88
Total charge: +1

Structure (XYZ):
```
22
Properties=species:S:1:pos:R:3:lowdin_charge:R:1
C -1.636 0.800 1.179 -0.144
C -1.575 1.067 -0.230 -0.151
C 2.242 -0.808 -0.096 -0.034
C 0.481 0.544 -0.953 -0.182
C 0.786 -0.600 -0.098 -0.516
N -2.411 -0.115 1.673 0.141
N -2.418 1.449 -1.077 0.159
N 0.486 0.350 -2.319 0.100
N 0.267 -0.308 1.152 0.046
H -1.104 1.344 1.867 0.117
H 2.700 0.073 0.448 0.113
H 2.640 -0.876 -1.091 0.084
H 2.648 -1.678 0.551 0.128
H 0.971 1.371 -0.606 0.109
H 0.225 -1.444 -0.374 0.148
H -2.579 -0.089 2.699 0.154
H -2.228 1.290 -2.036 0.036
H -0.379 -0.113 -2.649 0.116
H 0.532 1.302 -2.782 0.140
H 0.376 -1.155 1.692 0.139
H -2.943 -0.867 1.062 0.207
H 0.885 0.372 1.470 0.089
```

No. 2
ORCA calculation (wB97M-V/def2-TZVPD) on a structure of composition C5H13NO.

Calculated values
Multiplicity: 1
Total energy, Ha: -328.0486
ΔE to the lowest compared entry with this formula, charge and spin, kcal/mol: 169.6
Frontier orbital gap, eV: 7.36

Structure (XYZ):
```
20
Properties=species:S:1:pos:R:3:lowdin_charge:R:1
C -2.454 0.442 -0.339 -0.260
N -1.805 -0.685 -1.009 -0.058
C -0.397 -0.760 -0.807 -0.148
C 0.256 0.427 -0.544 -0.328
C 3.944 -0.322 0.172 -0.006
O 0.428 0.993 0.707 -0.039
C -2.307 0.143 1.185 -0.084
H -3.561 0.357 -0.502 0.120
H -2.057 1.417 -0.636 0.106
H -2.123 -0.656 -2.005 0.130
H -0.129 -1.658 -0.259 0.103
H 3.736 -0.140 -0.846 0.010
H 0.316 1.124 -1.377 0.127
H 2.915 -0.278 0.520 -0.003
H 4.509 0.454 0.603 0.017
H 4.308 -1.303 0.244 0.012
H 1.093 0.150 0.248 0.111
H -2.889 -0.669 1.599 0.068
H -2.562 1.013 1.810 0.077
H -1.221 -0.050 1.237 0.045
```

No. 3
ORCA calculation (wB97M-V/def2-TZVPD) on a cluster of 2 separate species, C5H13NO in total.

Calculated values
SMILES: C=NCCCC.O
Multiplicity: 1
Total energy, Ha: -328.1613
ΔE to the lowest compared entry with this formula, charge and spin, kcal/mol: 98.8
Frontier orbital gap, eV: 10.49

Structure (XYZ):
```
20
Properties=species:S:1:pos:R:3:lowdin_charge:R:1
C 1.834 -1.191 1.374 -0.121
C 0.567 -0.479 0.901 -0.275
C 0.875 0.823 0.088 -0.202
C 0.198 0.797 -1.317 -0.300
C -0.658 -0.843 -2.835 -0.036
N 0.368 -0.362 -2.122 -0.060
H 1.802 -2.210 1.035 0.050
H 2.754 -0.937 0.874 0.058
H 1.805 -1.101 2.553 0.113
H -0.054 -1.062 0.232 0.075
H -0.044 -0.149 1.852 0.119
H 0.333 1.721 0.702 0.146
H 1.878 0.970 0.093 0.044
H 0.828 1.442 -2.146 0.166
H -0.801 1.304 -1.085 0.118
H -0.786 -1.670 -3.569 0.064
H -1.711 -0.631 -2.758 0.044
H -2.864 1.250 2.804 -0.043
H -3.067 0.801 1.283 0.117
O -3.257 1.526 2.040 -0.079
```

No. 4
ORCA calculation (wB97M-V/def2-TZVPD) on an isolated molecule of C5H13NO.

Calculated values
SMILES: CC[C@H](C)NCO
Multiplicity: 1
Total energy, Ha: -328.2401
ΔE to the lowest compared entry with this formula, charge and spin, kcal/mol: 49.4
Frontier orbital gap, eV: 10.24

Structure (XYZ):
```
20
Properties=species:S:1:pos:R:3:lowdin_charge:R:1
C -1.633 0.958 0.153 -0.089
C -0.481 -0.034 -0.072 -0.427
C 0.761 0.791 -0.315 -0.221
C 0.705 1.734 -1.610 -0.087
N -0.583 -0.955 1.114 -0.025
C 0.617 -1.711 1.324 -0.260
O 0.738 -2.862 0.379 -0.067
H -2.514 0.419 0.664 0.097
H -2.151 1.278 -0.749 0.057
H -1.247 1.943 0.576 0.095
H -0.594 -0.669 -1.018 0.154
H 0.744 1.614 0.408 0.097
H 1.703 0.212 -0.330 0.108
H 0.587 1.138 -2.564 0.091
H 1.638 2.160 -1.686 0.022
H 0.009 2.591 -1.489 0.076
H -1.291 -1.698 0.775 0.154
H 1.534 -1.185 1.289 0.096
H 0.540 -2.085 2.286 0.088
H 0.918 -3.641 0.864 0.041
```

No. 5
ORCA calculation (wB97M-V/def2-TZVPD) on an isolated molecule of C5H13NO.

Calculated values
SMILES: CCC[C@H](N)CO
Multiplicity: 1
Total energy, Ha: -328.2779
ΔE to the lowest compared entry with this formula, charge and spin, kcal/mol: 25.7
Frontier orbital gap, eV: 10.44

Structure (XYZ):
```
20
Properties=species:S:1:pos:R:3:lowdin_charge:R:1
C -2.021 -0.843 -0.042 -0.231
O -2.702 -0.757 -1.278 -0.057
C -0.787 0.097 0.030 -0.402
C 0.353 -0.596 0.765 -0.173
C 1.744 0.155 0.610 -0.245
C 2.281 0.088 -0.819 -0.115
N -1.124 1.380 0.657 0.056
H -2.666 -0.603 0.807 0.117
H -1.684 -1.861 0.118 0.110
H -2.903 0.156 -1.473 0.076
H -0.470 0.133 -1.019 0.130
H 0.260 -0.720 1.846 0.116
H 0.468 -1.568 0.287 0.105
H 1.645 1.172 0.977 0.087
H 2.441 -0.405 1.232 0.096
H 3.319 0.373 -0.948 0.067
H 1.687 0.808 -1.396 0.065
H 1.996 -0.863 -1.269 0.073
H -1.529 1.978 -0.057 0.073
H -0.308 1.875 0.972 0.051
```

No. 6
ORCA calculation (wB97M-V/def2-TZVPD) on a cluster of 2 separate species, C5H13NO in total.

Calculated values
SMILES: CN1CCCC1.O
Multiplicity: 1
Total energy, Ha: -328.2292
ΔE to the lowest compared entry with this formula, charge and spin, kcal/mol: 56.3
Frontier orbital gap, eV: 8.62

Structure (XYZ):
```
20
Properties=species:S:1:pos:R:3:lowdin_charge:R:1
C -0.534 -0.630 -1.238 -0.223
N 0.139 -1.700 -0.344 -0.239
C 1.552 -2.014 -0.368 -0.111
C -0.387 -1.520 1.035 -0.162
C -1.402 -0.340 0.830 -0.168
C -1.841 -0.469 -0.630 -0.234
H -0.509 -1.064 -2.317 0.142
H 0.049 0.304 -1.152 0.112
H 2.035 -1.230 0.266 0.076
H 2.027 -2.203 -1.342 0.089
H 1.535 -2.812 0.339 0.063
H 0.538 -1.260 1.715 0.135
H -0.874 -2.336 1.404 0.069
H -1.079 0.624 0.993 0.072
H -2.256 -0.376 1.537 0.111
H -2.513 -1.348 -0.965 0.140
H -2.319 0.444 -1.111 0.127
H 1.241 5.764 0.109 0.060
H 2.733 5.832 0.581 0.060
O 1.864 6.333 0.658 -0.120
```

No. 7
ORCA calculation (wB97M-V/def2-TZVPD) on a cluster of 2 separate species, C5H13NO in total.

Calculated values
SMILES: C/C=C/NCC.O
Multiplicity: 1
Total energy, Ha: -328.2679
ΔE to the lowest compared entry with this formula, charge and spin, kcal/mol: 32.0
Frontier orbital gap, eV: 9.56

Structure (XYZ):
```
20
Properties=species:S:1:pos:R:3:lowdin_charge:R:1
C 0.308 3.244 -0.252 -0.116
C 0.547 1.806 -0.634 -0.148
C -0.234 0.826 -0.178 -0.178
N 0.002 -0.574 -0.332 -0.097
C -0.027 -1.217 1.004 -0.250
C 1.005 -2.345 0.978 -0.102
H 0.004 3.885 -1.080 0.069
H -0.436 3.263 0.546 0.069
H 1.204 3.634 0.228 0.067
H 1.495 1.609 -1.124 0.098
H -1.241 1.011 0.184 0.128
H 0.828 -0.772 -0.876 0.114
H -1.034 -1.561 1.238 0.111
H 0.270 -0.510 1.786 0.109
H 1.033 -2.965 1.883 0.072
H 2.036 -1.992 0.930 0.071
H 0.827 -3.024 0.144 0.071
H -2.486 -2.093 -1.848 0.028
H -1.589 -0.987 -1.198 -0.023
O -2.511 -1.239 -1.399 -0.094
```

No. 8
ORCA calculation (wB97M-V/def2-TZVPD) on a cluster of 2 separate species, C5H13NO in total.

Calculated values
SMILES: CCC(N)=O.CC
Multiplicity: 1
Total energy, Ha: -328.2866
ΔE to the lowest compared entry with this formula, charge and spin, kcal/mol: 20.2
Frontier orbital gap, eV: 10.51

Structure (XYZ):
```
20
Properties=species:S:1:pos:R:3:lowdin_charge:R:1
C 0.742 -2.441 0.353 -0.167
C -0.753 -2.689 0.353 -0.153
H 1.175 -2.638 -0.640 0.071
H 1.121 -1.435 0.527 0.039
H 1.372 -3.021 1.023 0.066
H -1.343 -1.786 0.248 0.044
H -1.053 -3.125 1.316 0.071
H -1.076 -3.422 -0.372 0.061
C -0.288 0.767 0.737 -0.177
C -1.693 1.343 0.906 -0.087
C 0.582 1.125 -0.478 -0.550
O 1.723 1.472 -0.223 0.035
N 0.113 1.104 -1.742 0.169
H 0.372 1.187 1.501 0.113
H -0.238 -0.299 0.968 0.058
H -1.663 2.360 1.321 0.076
H -2.457 0.886 1.526 0.069
H 0.743 1.008 -2.526 0.115
H -0.870 0.995 -1.912 0.089
H -2.039 1.437 -0.131 0.057
```

No. 9
ORCA calculation (wB97M-V/def2-TZVPD) on an isolated molecule of C5H13NO.

Calculated values
SMILES: CC[C@H](N)CCO
Multiplicity: 1
Total energy, Ha: -328.2892
ΔE to the lowest compared entry with this formula, charge and spin, kcal/mol: 18.6
Frontier orbital gap, eV: 10.39

Structure (XYZ):
```
20
Properties=species:S:1:pos:R:3:lowdin_charge:R:1
C -0.063 0.237 0.951 -0.393
C 1.754 -0.561 -0.752 -0.264
C 0.818 -0.914 0.487 -0.135
C -1.596 -0.095 0.562 -0.209
C -1.865 -0.172 -0.935 -0.115
N 0.387 1.530 0.487 0.034
O 2.835 0.249 -0.364 -0.090
H 2.450 0.990 0.131 0.061
H -0.037 0.274 2.046 0.131
H 0.171 1.658 -0.496 0.072
H -0.054 2.284 0.999 0.086
H 2.178 -1.482 -1.161 0.112
H 1.197 -0.073 -1.566 0.101
H 1.496 -1.196 1.293 0.110
H 0.249 -1.805 0.224 0.102
H -1.885 -1.033 1.039 0.100
H -2.210 0.696 1.003 0.097
H -1.599 0.757 -1.437 0.064
H -1.303 -0.983 -1.393 0.067
H -2.922 -0.362 -1.118 0.070
```

No. 10
ORCA calculation (wB97M-V/def2-TZVPD) on a cluster of 2 separate species, C5H13NO in total.

Calculated values
SMILES: CC(C)=C(C)N.O
Multiplicity: 1
Total energy, Ha: -328.1843
ΔE to the lowest compared entry with this formula, charge and spin, kcal/mol: 84.5
Frontier orbital gap, eV: 7.48

Structure (XYZ):
```
20
Properties=species:S:1:pos:R:3:lowdin_charge:R:1
C -0.547 0.265 -1.203 -0.086
N -1.036 1.173 1.759 0.061
C 0.246 0.951 1.115 -0.316
C 0.283 1.042 -0.250 -0.372
C 1.294 1.813 -1.042 -0.095
C 1.480 0.545 1.973 -0.052
H -0.551 0.873 -2.082 0.052
H 0.058 -0.633 -1.432 0.102
H -1.554 -0.005 -0.911 0.072
H -1.580 1.174 0.914 0.055
H -1.134 1.897 2.439 0.071
H 2.430 1.707 -0.744 0.106
H 1.268 1.481 -2.139 0.080
H 1.049 2.894 -1.054 0.079
H 1.136 -0.168 2.773 0.080
H 1.701 1.524 2.501 0.081
H 2.319 0.031 1.434 0.081
H -2.032 -5.792 -1.995 -0.003
H -2.499 -4.927 -0.933 0.030
O -2.330 -5.846 -1.123 -0.026
```

No. 11
ORCA calculation (wB97M-V/def2-TZVPD) on an isolated molecule of C5H13NO.

Calculated values
SMILES: CCNCCCO
Multiplicity: 1
Total energy, Ha: -328.2568
ΔE to the lowest compared entry with this formula, charge and spin, kcal/mol: 39.0
Frontier orbital gap, eV: 9.82

Structure (XYZ):
```
20
Properties=species:S:1:pos:R:3:lowdin_charge:R:1
C -0.209 -0.746 2.258 -0.300
N -0.753 -0.111 1.050 -0.087
C 0.155 0.802 0.365 -0.254
C -0.497 1.352 -0.902 -0.145
C -0.459 0.272 -2.074 -0.268
O 0.724 0.407 -2.797 -0.069
C 0.795 -1.869 2.108 -0.107
H -1.001 -0.872 3.003 0.104
H 0.345 0.045 2.811 0.109
H -1.052 -0.897 0.487 0.092
H 1.060 0.246 0.096 0.112
H 0.474 1.574 1.066 0.115
H 0.170 2.165 -1.194 0.102
H -1.548 1.587 -0.793 0.105
H -0.661 -0.736 -1.678 0.107
H -1.310 0.421 -2.761 0.108
H 1.194 1.222 -2.624 0.076
H 0.473 -2.708 1.506 0.061
H 1.012 -2.313 3.079 0.068
H 1.781 -1.563 1.719 0.073
```

No. 12
ORCA calculation (wB97M-V/def2-TZVPD) on a cluster of 2 separate species, C5H13NO in total.

Calculated values
SMILES: C=C(N)CCC.O
Multiplicity: 1
Total energy, Ha: -328.2615
ΔE to the lowest compared entry with this formula, charge and spin, kcal/mol: 36.0
Frontier orbital gap, eV: 8.45

Structure (XYZ):
```
20
Properties=species:S:1:pos:R:3:lowdin_charge:R:1
C 0.846 -2.126 0.796 -0.114
C 0.620 -2.079 -0.733 -0.244
C -0.787 -1.640 -1.132 -0.192
C -1.018 -0.169 -0.984 -0.431
C -0.663 0.683 -1.952 0.012
N -1.267 0.287 0.306 0.086
H 0.107 -2.780 1.266 0.069
H 0.559 -1.176 1.236 0.046
H 1.875 -2.450 0.951 0.070
H 1.339 -1.388 -1.174 0.107
H 0.809 -3.103 -1.036 0.099
H -1.067 -1.956 -2.140 0.112
H -1.498 -2.239 -0.539 0.112
H -0.696 0.437 -3.009 0.051
H -0.483 1.743 -1.830 0.045
H -1.762 -0.315 0.934 0.087
H -0.962 1.194 0.595 0.087
H 2.366 3.642 2.628 0.038
H 0.849 3.784 2.618 0.023
O 1.657 4.297 2.705 -0.062
```

no.,maximum force (Eh/bohr)
1,0.0706
2,0.0935
3,0.1220
4,0.0582
5,0.0378
6,0.0998
7,0.0282
8,0.0379
9,0.0469
10,0.0704
11,0.0487
12,0.0350